Density functional theory data (ωB97M-V/def2-TZVPD) for a 2-piece molecular cluster, C4H4BrNO2S overall.

Results
- E_HOMO: -8.5 eV
- Energy relative to the best compared isomer or geometry (same formula, charge and spin): 0.0 kcal/mol
- Multiplicity: 1
- Lowest unoccupied orbital energy: 0.19 eV
- Structure (SMILES): [H]/N=C\SC=O.O=C=CBr

Each line ends with the natural charge from an NBO analysis.
Positions of all 13 atoms, in Å:
H -0.703 0.469 1.830  0.378
N -0.246 0.099 1.003  -0.604
C -0.726 0.359 -0.116  0.005
S -2.140 1.364 -0.476  0.238
C -2.164 1.228 -2.251  0.271
O -2.942 1.791 -2.943  -0.481
H -0.247 -0.051 -1.002  0.184
H -1.366 0.554 -2.606  0.128
O 1.016 -1.089 2.960  -0.500
C 1.425 -0.990 1.871  0.694
C 2.195 -1.077 0.821  -0.614
Br 3.888 -1.931 1.079  0.057
H 2.009 -0.725 -0.170  0.242